Below is an isolated molecule of C2H7OP in a non-equilibrium geometry, with properties calculated with ωB97M-V with the def2-TZVPD basis set.

Each line ends with the Löwdin charge.
Element x y z (Å)
1 C 0.60570 0.51722 1.19398  -0.056
2 C -0.67092 0.43088 -0.15773  -0.617
3 O -0.04556 0.91552 -1.29558  -0.208
4 P -1.07173 -1.43635 -0.56457  0.759
5 H 1.11022 1.46358 0.98520  0.038
6 H 0.03182 0.42593 2.14401  0.045
7 H 1.18683 -0.40375 1.09733  0.021
8 H -1.45709 1.12288 0.25448  0.090
9 H 0.06189 1.92534 -1.26804  0.128
10 H 0.32953 -2.10297 -0.88408  -0.056
11 H -1.23714 -1.29822 -1.96101  -0.144

As for the charge: 0. The energy above the lowest of the compared OMol25 structures with the same formula, charge and spin comes out at 2.3844 eV. As for the SMILES: C[C@@H](O)P. Its HOMO-LUMO gap is 0.3631 Eh. As for the spin multiplicity: 1. Its LUMO energy is 0.82 eV. The calculation puts the strongest force on any atom at 4.11 eV/A.

Below is a structure of composition C2H7OP in a non-equilibrium geometry, with properties calculated with ωB97M-V with the def2-TZVPD basis set.

Each line ends with the Löwdin charge.
Element x y z (Å)
1 C 0.38798 2.05489 -3.26385  -0.111
2 C 1.25767 1.36277 -2.52983  -0.102
3 O -4.07951 -3.03260 1.68732  -0.599
4 P -3.28396 -2.38256 2.73734  0.708
5 H -0.32015 -3.28520 1.81245  -0.003
6 H -0.48612 1.61395 -3.74196  0.031
7 H 0.59433 3.07283 -3.84235  0.088
8 H 1.02446 0.36680 -2.06773  0.061
9 H 2.19929 1.76976 -2.19851  0.032
10 H 0.25413 -3.18659 2.39630  0.020
11 H -3.34112 -3.31886 3.96101  -0.126

As for the charge: 0. The energy above the lowest of the compared OMol25 structures with the same formula, charge and spin comes out at 3.2255 eV. Its HOMO-LUMO gap is 0.3210 Eh. As for the spin multiplicity: 1. Its LUMO energy is -1.05 eV. The calculation puts the strongest force on any atom at 2.95 eV/A.